No. 1
{
  "formula": "C24H21BrClF5N2O5TeV",
  "method": "ωB97M-V/def2-TZVPD",
  "multiplicity": 3,
  "orbital_gap_ev": [6.435, 6.737],
  "total_charge": -1,
  "e_homo_ev": [-4.077, -4.380],
  "symbols": ["V", "C", "O", "C", "C", "O", "C", "H", "H", "H", "H", "H", "H", "H", "H", "H", "H", "C", "O", "C", "C", "C", "Br", "C", "C", "C", "O", "C", "N", "C", "C", "C", "C", "C", "C", "N", "H", "H", "H", "H", "H", "H", "H", "H", "H", "H", "H", "F", "C", "C", "F", "C", "F", "C", "O", "C", "F", "C", "F", "Te", "Cl"],
  "coordinates": [[-0.576474, 0.031876, -0.345531], [-0.726458, 0.849534, 3.051503], [0.274144, 0.892970, 2.058991], [1.551214, 0.527585, 2.545536], [2.612143, 1.049204, 1.593114], [2.640148, 0.376624, 0.365602], [3.350609, -0.840182, 0.383776], [-0.461422, 1.495863, 3.895735], [-0.877810, -0.170876, 3.423527], [-1.636254, 1.227719, 2.587843], [1.619891, -0.562917, 2.656710], [1.714475, 0.986851, 3.529289], [3.592309, 0.997938, 2.088891], [2.377401, 2.090159, 1.363443], [4.378643, -0.685369, 0.737883], [3.361091, -1.199894, -0.643022], [2.868044, -1.592172, 1.017988], [1.655651, -3.378314, -0.475445], [0.712243, -2.583901, 0.215570], [-0.138424, -3.216793, 1.058902], [0.107048, -4.469997, 1.569659], [-0.832496, -5.029873, 2.427369], [-0.508764, -6.769469, 3.132708], [-1.955095, -4.344162, 2.784438], [-2.200340, -3.042327, 2.301978], [-1.296395, -2.456751, 1.385721], [-1.436884, -1.276397, 0.787309], [-3.422057, -2.438363, 2.849563], [-4.388312, -3.157438, 3.380065], [-5.298777, -2.259063, 3.881022], [-6.505673, -2.470083, 4.544890], [-7.215516, -1.359326, 4.962499], [-6.754126, -0.058895, 4.724316], [-5.560780, 0.170959, 4.062020], [-4.849661, -0.945766, 3.645726], [-3.647287, -1.097933, 3.003318], [1.184424, -4.271249, -0.893592], [2.486235, -3.674844, 0.174101], [2.022483, -2.751192, -1.286074], [1.002828, -5.016998, 1.319052], [-2.685917, -4.767283, 3.455128], [-2.820952, -0.339337, 0.697664], [-6.864065, -3.475028, 4.724888], [-8.150096, -1.488239, 5.494645], [-7.338890, 0.782164, 5.074265], [-5.199496, 1.175015, 3.878141], [-3.126046, -0.351536, 2.581252], [-2.213040, 4.396485, -5.275220], [-1.923660, 3.789407, -4.113597], [-2.381561, 2.513897, -3.842113], [-3.155735, 1.887078, -4.735876], [-2.048315, 1.892901, -2.657398], [-2.604495, 0.700822, -2.402953], [-1.234234, 2.489723, -1.669736], [-0.829179, 1.888675, -0.588482], [-0.866994, 3.817143, -1.960330], [-0.149991, 4.494631, -1.048440], [-1.181641, 4.443426, -3.147793], [-0.775722, 5.702699, -3.372667], [0.626188, -0.406162, -2.395100], [-3.611614, 0.747430, 0.552656]],
  "atomic_forces_ev_per_a": [[1.2, 0.5, 0.1], [0.0, 0.0, 0.0], [0.0, 0.0, -0.4], [0.2, 0.0, 0.0], [-0.1, 0.0, 0.1], [0.1, 0.0, -0.1], [0.0, 0.1, 0.1], [0.0, 0.0, 0.0], [0.0, 0.0, 0.0], [0.0, 0.0, 0.1], [0.0, 0.0, 0.0], [0.0, 0.0, 0.0], [0.0, 0.0, 0.0], [0.0, 0.0, 0.0], [0.0, 0.0, 0.0], [0.0, 0.0, 0.1], [0.0, 0.1, 0.0], [0.1, -0.1, -0.2], [0.0, 0.0, 0.1], [0.1, 0.2, 0.0], [-0.1, -0.1, 0.0], [0.0, -0.1, 0.0], [0.0, 0.1, 0.0], [-0.1, 0.1, 0.1], [0.5, 0.0, -0.4], [-0.1, -0.2, 0.1], [-1.1, -0.7, 1.2], [-0.4, 0.0, 0.2], [0.2, -0.2, -0.2], [0.1, 0.3, 0.0], [0.0, 0.0, 0.0], [-0.1, -0.1, 0.0], [0.1, 0.1, 0.0], [0.0, 0.1, 0.0], [-0.2, -0.2, 0.1], [0.2, 0.0, 0.0], [0.0, 0.0, 0.0], [-0.1, 0.0, 0.0], [-0.1, -0.1, 0.0], [0.0, 0.0, -0.1], [0.0, 0.0, 0.0], [-0.3, 0.3, -0.3], [0.0, 0.0, 0.0], [0.0, 0.0, 0.0], [0.0, 0.0, 0.0], [0.0, 0.0, 0.0], [0.1, 0.0, 0.1], [-0.1, 0.0, 0.0], [0.0, 0.0, 0.1], [0.1, 0.2, -0.1], [0.0, -0.1, 0.0], [0.0, 0.1, 0.5], [0.0, -0.1, -0.1], [-0.4, 0.5, -1.0], [-0.3, 0.3, 0.5], [0.1, -0.4, 0.4], [0.1, 0.1, 0.0], [-0.1, 0.0, -0.1], [0.1, 0.0, 0.0], [0.5, -0.4, -1.0], [0.0, -0.3, 0.0]],
  "lowdin_spin": [2.3107, 0.0009, 0.0090, 0.0013, 0.0006, 0.0003, -0.0043, 0.0002, 0.0001, 0.0001, 0.0002, 0.0000, -0.0001, 0.0001, 0.0001, -0.0047, 0.0001, -0.0011, 0.0073, 0.0040, -0.0006, 0.0066, 0.0013, -0.0012, 0.0063, 0.0000, 0.0358, 0.0005, 0.0018, 0.0000, 0.0005, 0.0001, 0.0006, 0.0001, 0.0003, 0.0006, 0.0001, 0.0000, -0.0023, -0.0001, -0.0002, 0.0022, 0.0000, 0.0000, 0.0000, 0.0000, 0.0001, -0.0005, -0.0017, 0.0005, 0.0004, -0.0013, 0.0158, 0.0085, 0.0106, -0.0026, -0.0003, 0.0002, 0.0002, -0.4184, 0.0111]
}


No. 2
{
  "formula": "C2H2N2O3",
  "method": "ωB97M-V/def2-TZVPD",
  "multiplicity": 1,
  "relative_energy_kj_mol": 212.00,
  "orbital_gap_ev": 10.759,
  "total_charge": 0,
  "e_homo_ev": -10.464,
  "symbols": ["N", "N", "C", "C", "O", "O", "O", "H", "H"],
  "coordinates": [[0.797414, 0.916426, 0.082716], [-0.863631, -0.449369, -0.287229], [0.496455, -0.993296, -0.244542], [-0.725007, 0.824451, 0.055112], [1.345527, -0.075954, -0.809832], [0.731141, -2.169917, -0.077092], [-1.450346, 1.599405, 0.619634], [1.377245, 1.324362, 0.806324], [-1.708798, -0.976107, -0.145091]],
  "atomic_forces_ev_per_a": [[-2.1, 2.6, -1.3], [1.4, -1.4, -0.7], [-1.2, -4.6, -2.8], [2.6, 1.6, 3.4], [-1.0, 0.0, 2.7], [-0.2, 2.4, 0.3], [0.4, -0.2, -1.3], [0.0, -0.3, -0.3], [0.1, -0.2, 0.0]],
  "nbo_charge": [-0.4553, -0.6815, 0.8881, 0.7876, -0.3291, -0.5216, -0.5466, 0.4179, 0.4403]
}


No. 3
{
  "formula": "C26H26N4OPdS2",
  "method": "ωB97M-V/def2-TZVPD",
  "multiplicity": 1,
  "relative_energy_kj_mol": 0.00,
  "orbital_gap_ev": 6.672,
  "total_charge": 2,
  "e_homo_ev": -13.038,
  "symbols": ["Pd", "N", "C", "C", "C", "C", "C", "C", "S", "N", "C", "C", "C", "C", "C", "C", "N", "H", "H", "H", "H", "H", "H", "H", "H", "H", "C", "C", "O", "H", "H", "H", "H", "H", "H", "N", "S", "C", "C", "C", "C", "C", "C", "C", "C", "C", "C", "C", "C", "H", "H", "H", "H", "H", "H", "H", "H", "H", "H", "H"],
  "coordinates": [[-0.772167, 1.142130, 0.125984], [2.829276, 3.034530, -0.475303], [3.969460, 2.191721, -0.344285], [5.230407, 2.748652, -0.424431], [6.351719, 1.934916, -0.313202], [6.199858, 0.575108, -0.112566], [4.927136, 0.024475, -0.010523], [3.811891, 0.833004, -0.131154], [2.214698, 0.068176, 0.028966], [1.193029, 1.458170, 0.085652], [1.575887, 2.665129, -0.189993], [0.505833, 3.690195, -0.198725], [0.727886, 5.052179, -0.165395], [-0.363017, 5.910414, -0.211336], [-1.635680, 5.377287, -0.289541], [-1.781420, 3.999680, -0.283331], [-0.738766, 3.173200, -0.230744], [3.001700, 3.989660, -0.740878], [5.343653, 3.815337, -0.576613], [7.338182, 2.370705, -0.380332], [7.067694, -0.063297, -0.026867], [4.805106, -1.038647, 0.157995], [1.727407, 5.454861, -0.081960], [-0.213572, 6.981056, -0.186552], [-2.509228, 6.009960, -0.348891], [-2.756489, 3.542830, -0.329851], [-3.248169, 1.867432, 2.309403], [-3.830593, 1.425234, 0.989427], [-2.832118, 0.657463, 0.247898], [-3.838693, 2.685258, 2.720568], [-2.220998, 2.226740, 2.195015], [-3.239233, 1.054296, 3.033057], [-4.171928, 2.260645, 0.378847], [-4.679643, 0.760618, 1.147742], [-3.253331, 0.251857, -0.521110], [-0.560885, -0.790268, 0.502427], [-0.563743, -1.842506, -0.724588], [0.467265, -3.205166, -0.214862], [0.650056, -4.223216, -1.142531], [1.453601, -5.296562, -0.798033], [2.066435, -5.335559, 0.449055], [1.874871, -4.307244, 1.359235], [1.069300, -3.223930, 1.031177], [-2.164801, -2.607161, -0.793788], [-2.945186, -2.332076, -1.909455], [-4.222003, -2.874448, -1.985382], [-4.694112, -3.673010, -0.954257], [-3.898790, -3.943462, 0.155272], [-2.622405, -3.414852, 0.241054], [-1.046960, -1.108379, 1.334742], [0.171552, -4.185745, -2.113855], [1.600607, -6.103504, -1.502467], [2.697992, -6.173795, 0.709816], [2.350222, -4.344662, 2.329934], [0.919440, -2.413878, 1.731121], [-2.555283, -1.721182, -2.715543], [-4.837669, -2.685421, -2.854054], [-5.685689, -4.100258, -1.017939], [-4.270633, -4.580163, 0.946258], [-1.988940, -3.644526, 1.089713]],
  "atomic_forces_ev_per_a": [[-0.2, 0.0, -0.2], [-0.1, 0.0, 0.1], [0.0, 0.0, 0.0], [0.1, 0.0, 0.0], [0.0, 0.0, 0.0], [0.0, 0.0, 0.0], [0.0, 0.0, 0.0], [-0.1, 0.0, 0.1], [0.1, 0.1, 0.0], [0.0, -0.2, -0.2], [0.2, 0.1, 0.0], [-0.1, 0.1, 0.0], [0.0, -0.1, 0.0], [0.0, 0.0, 0.0], [0.0, 0.0, 0.0], [0.1, 0.0, -0.1], [-0.1, 0.0, 0.2], [0.0, 0.0, 0.0], [0.0, 0.0, 0.0], [0.0, 0.0, 0.0], [0.0, 0.0, 0.0], [0.0, 0.0, 0.0], [0.0, 0.0, 0.0], [0.0, 0.0, 0.0], [0.0, 0.0, 0.0], [0.0, 0.0, 0.0], [0.1, 0.0, 0.0], [-0.1, -0.1, 0.1], [-0.2, 0.4, 0.1], [0.0, 0.0, 0.0], [-0.1, 0.1, 0.0], [0.0, 0.0, 0.0], [0.1, 0.0, 0.0], [0.0, 0.0, 0.0], [0.1, -0.1, 0.0], [0.3, -0.2, 0.2], [0.0, 0.0, 0.0], [0.0, 0.0, 0.0], [0.0, 0.0, 0.0], [0.0, 0.0, 0.0], [0.0, 0.0, 0.0], [0.0, 0.0, 0.0], [0.0, 0.0, 0.0], [0.0, 0.0, 0.0], [0.0, 0.0, 0.0], [0.0, 0.0, 0.0], [0.0, 0.0, 0.0], [0.0, 0.0, 0.0], [0.0, 0.0, 0.0], [0.0, -0.1, 0.0], [0.0, 0.0, 0.0], [0.0, 0.0, 0.0], [0.0, 0.0, 0.0], [0.0, 0.0, 0.0], [0.0, 0.0, 0.0], [0.0, 0.0, 0.0], [0.0, 0.0, 0.0], [0.0, 0.0, 0.0], [0.0, 0.0, 0.0], [0.0, 0.0, 0.0]],
  "nbo_charge": [0.9140, -0.5617, 0.1823, -0.2291, -0.1728, -0.1785, -0.1807, -0.2552, 0.5105, -0.6366, 0.4530, 0.1530, -0.1992, -0.1061, -0.2105, 0.0771, -0.4434, 0.4238, 0.2270, 0.2429, 0.2420, 0.2325, 0.2399, 0.2571, 0.2595, 0.2169, -0.6462, -0.0649, -0.7307, 0.2512, 0.2072, 0.2362, 0.1744, 0.2104, 0.5191, -1.0783, 1.0972, -0.1749, -0.2248, -0.1844, -0.1734, -0.1810, -0.2539, -0.1940, -0.2506, -0.1979, -0.1654, -0.1725, -0.2370, 0.3939, 0.2315, 0.2414, 0.2402, 0.2360, 0.2374, 0.2343, 0.2420, 0.2428, 0.2413, 0.2356]
}


Question: Which of these has the highest multiplicity?
Answer: C24H21BrClF5N2O5TeV


Please write out number 2 again, unchanged.
{
  "formula": "C2H2N2O3",
  "method": "ωB97M-V/def2-TZVPD",
  "multiplicity": 1,
  "relative_energy_kj_mol": 212.00,
  "orbital_gap_ev": 10.759,
  "total_charge": 0,
  "e_homo_ev": -10.464,
  "symbols": ["N", "N", "C", "C", "O", "O", "O", "H", "H"],
  "coordinates": [[0.797414, 0.916426, 0.082716], [-0.863631, -0.449369, -0.287229], [0.496455, -0.993296, -0.244542], [-0.725007, 0.824451, 0.055112], [1.345527, -0.075954, -0.809832], [0.731141, -2.169917, -0.077092], [-1.450346, 1.599405, 0.619634], [1.377245, 1.324362, 0.806324], [-1.708798, -0.976107, -0.145091]],
  "atomic_forces_ev_per_a": [[-2.1, 2.6, -1.3], [1.4, -1.4, -0.7], [-1.2, -4.6, -2.8], [2.6, 1.6, 3.4], [-1.0, 0.0, 2.7], [-0.2, 2.4, 0.3], [0.4, -0.2, -1.3], [0.0, -0.3, -0.3], [0.1, -0.2, 0.0]],
  "nbo_charge": [-0.4553, -0.6815, 0.8881, 0.7876, -0.3291, -0.5216, -0.5466, 0.4179, 0.4403]
}


Question: Which value of multiplicity does entry 3 give?
Answer: 1